# C3H3N3S

The molecule C3H3N3S in a non-equilibrium geometry (wB97M-V/def2-TZVPD, the OMol25 dataset).

Summary:
**Molecular weight**: 113.15 g/mol
**SMILES string**: Sc1cncnn1
**LUMO energy**: -0.166 eV
**Max |F|**: 0.0617 Eh/bohr
**Energy above the lowest of the compared OMol25 structures with the same formula, charge and spin**: 167.4 kJ/mol
**HOMO-LUMO gap**: 9.31 eV

Geometry as XYZ:
```
10
Properties=species:S:1:pos:R:3:forces:R:3:mulliken_charge:R:1
S 1.4951 -2.1568 -0.2904 -0.6151 -0.9295 0.5504 -0.202
C 0.6436 -0.6734 -0.0993 -1.6775 2.6927 -0.0960 0.521
C -0.8054 -0.4686 0.0761 1.3032 0.3679 0.3578 0.003
N -1.3135 0.7372 0.2075 1.2947 0.9518 -0.5426 -0.503
C -0.4406 1.8071 0.0052 0.9166 -2.4944 -0.3171 0.017
N 0.8739 1.6539 -0.2457 -1.4667 -0.3038 0.7152 -0.468
N 1.4143 0.4095 -0.2101 -0.8143 0.1834 -0.2651 -0.259
H 0.5162 -2.8411 0.3648 0.5233 -0.0702 -0.3590 0.132
H -1.5242 -1.2785 0.1927 0.3484 -0.1456 -0.1197 0.379
H -0.8595 2.8107 -0.0009 0.1875 -0.2524 0.0760 0.381
```
Forces are in eV/Å.